Density functional theory data (the ωB97M-V functional and the def2-TZVPD basis) for C7H11NS in the gas phase.

multiplicity	1
structure (SMILES)	C=C1SN(C)C(C)=C1C
E_LUMO (spin up / spin down)	0.59 / 0.59	eV
DFT total energy	-19758.727	eV
molecular weight	141.239	g mol⁻¹
relative energy (zero: lowest compared OMol25 entry of this formula, charge and spin)	3.883	eV
charge	0

CARTESIAN COORDINATES (ANGSTROEM)
C  3.07359  0.58225  0.09765
C  1.78979  0.17323  0.00627
S  1.43496  -1.58238  0.00233
N  -0.28042  -1.44992  0.03741
C  -1.04396  -2.66415  -0.10772
C  -0.78626  -0.22916  0.09822
C  -2.20413  0.15339  0.11841
C  0.63561  0.93942  -0.15952
C  0.43514  2.39584  -0.07231
H  3.89005  -0.11455  0.13641
H  3.30536  1.63102  0.10415
H  -1.73763  -2.58318  -0.94802
H  -0.35289  -3.48341  -0.29771
H  -1.60662  -2.88401  0.80366
H  -2.33834  1.03174  0.74967
H  -2.81788  -0.65900  0.50690
H  -2.55859  0.40712  -0.88403
H  0.93142  2.87515  -0.91924
H  0.85497  2.82085  0.84555
H  -0.62417  2.63974  -0.11808